(1)
Here is a molecular structure, C40H33FFeN5O2S from the Open Molecules 2025 dataset. Energies are from the ωB97M-V functional and the def2-TZVPD basis.

Results
LUMO level (alpha / beta) in eV: 1.597 / -0.550
2S+1: 5
HOMO level (alpha / beta) in hartree: -0.097 / -0.125
Net charge: -1

Last column: Mulliken spin population.
Element x y z (Å)
1 Fe -0.233 -0.755 0.384  2.044
2 C -1.091 3.318 -0.669  -0.019
3 C -2.186 3.680 0.077  0.016
4 C -2.691 2.730 1.005  -0.013
5 C -2.100 1.472 1.135  -0.018
6 N -0.954 1.192 0.378  -0.032
7 C -0.447 2.122 -0.390  0.018
8 C -2.612 0.339 1.797  -0.029
9 C -3.598 0.447 2.759  0.180
10 C -3.907 -0.712 3.517  0.050
11 C -3.222 -1.920 3.329  0.014
12 C -2.275 -1.964 2.229  0.181
13 N -1.893 -0.822 1.627  0.145
14 C -1.481 -3.048 1.860  0.089
15 C -1.824 -4.420 2.235  0.122
16 C -1.180 -5.452 1.559  -0.047
17 C -0.235 -5.123 0.578  0.207
18 C 0.147 -3.780 0.399  -0.092
19 N -0.446 -2.755 1.017  0.132
20 H -0.668 3.959 -1.410  0.001
21 H -2.685 4.627 0.047  0.000
22 H -3.609 2.895 1.630  -0.004
23 H 0.477 1.966 -1.001  0.010
24 H -4.297 1.290 2.742  0.011
25 H -4.733 -0.721 4.247  0.005
26 H -3.554 -2.800 3.867  0.017
27 H -2.689 -4.593 2.843  0.028
28 H -1.569 -6.486 1.560  -0.002
29 H 0.337 -5.907 0.072  0.017
30 H 0.951 -3.457 -0.240  -0.003
31 C -0.606 2.760 -4.614  0.393
32 C -1.836 2.660 -5.200  -0.100
33 C -2.948 2.231 -4.332  0.195
34 C -4.148 2.078 -4.924  -0.116
35 C -4.435 2.414 -6.255  0.239
36 C -3.396 2.880 -7.097  -0.116
37 C -2.110 2.990 -6.589  0.240
38 C -5.641 2.184 -6.884  -0.028
39 N -6.660 1.815 -7.264  0.118
40 H -0.568 2.730 -3.550  0.156
41 H 0.259 2.820 -5.326  -0.010
42 H -2.813 2.253 -3.294  0.029
43 H -4.972 1.918 -4.283  -0.003
44 H -3.628 3.054 -8.124  -0.005
45 H -1.374 3.489 -7.228  0.009
46 C -0.504 -2.077 -4.835  0.002
47 C -0.985 -0.867 -3.942  0.006
48 C -0.835 -1.085 -2.525  0.032
49 N -0.659 -1.118 -1.367  -0.008
50 H -0.940 -3.048 -4.410  0.001
51 H 0.567 -2.182 -4.791  -0.001
52 H -0.792 -2.005 -5.882  0.000
53 H -2.074 -0.679 -4.110  -0.001
54 H -0.392 -0.034 -4.303  0.001
55 F 6.343 2.482 0.051  0.000
56 C 5.253 1.698 0.163  -0.007
57 C 4.263 1.918 -0.780  0.004
58 C 3.061 1.176 -0.587  -0.008
59 C 2.898 0.218 0.424  0.008
60 C 1.913 -0.840 0.257  -0.104
61 C 3.952 0.130 1.417  -0.009
62 C 5.080 0.892 1.297  0.003
63 H 4.387 2.680 -1.546  0.000
64 H 2.261 1.120 -1.316  0.000
65 H 1.874 -1.566 1.034  -0.008
66 H 2.019 -1.165 -0.775  0.023
67 H 3.805 -0.591 2.230  0.000
68 H 5.801 0.894 2.090  0.000
69 O 6.230 -1.429 6.636  0.000
70 C 4.962 -1.915 6.317  0.000
71 O 4.674 -3.037 6.620  0.002
72 C 4.015 -1.066 5.530  0.008
73 C 2.864 -1.726 5.166  -0.004
74 C 1.815 -1.041 4.529  0.011
75 C 1.948 0.325 4.101  -0.001
76 S 0.701 0.868 3.187  0.018
77 C 3.167 0.988 4.539  0.007
78 C 4.123 0.321 5.301  -0.004
79 H 6.296 -0.433 6.419  0.000
80 H 2.849 -2.823 5.403  0.000
81 H 0.875 -1.502 4.321  0.000
82 H 3.290 2.045 4.295  0.001
83 H 5.039 0.875 5.622  0.000

=====

(2)
Here is C4H5NO in the gas phase from the Open Molecules 2025 dataset. Energies are from the ωB97M-V functional and the def2-TZVPD basis.

Results
LUMO level in eV: -0.285
2S+1: 1
HOMO level in hartree: -0.382
Net charge: 0

Last column: natural (NBO) charge in e.
Element x y z (Å)
1 N 0.310 1.568 -1.404  -0.723
2 C 0.821 1.384 -0.263  0.415
3 O 0.425 0.412 0.573  -0.499
4 C -0.631 -0.436 0.110  -0.079
5 C -0.125 -1.503 2.287  0.272
6 C -0.861 -1.442 1.208  -0.619
7 H 0.759 2.356 -1.866  0.357
8 H 1.627 1.957 0.205  0.161
9 H -0.326 -0.917 -0.825  0.214
10 H -1.520 0.169 -0.097  0.212
11 H -1.653 -2.201 1.184  0.289

=====

How do the records compare in relative energy (zero: lowest compared OMol25 entry of this formula, charge and spin)? In the order shown, they have 116.0 102.1 kcal per mole.